Record 1
Below is an isolated molecule of C20H25N3O2, with properties calculated with wB97M-V/def2-TZVPD.

```
50
Properties=species:S:1:pos:R:3:forces:R:3:nbo_charge:R:1
O 2.47177 -2.00069 -2.31967 -0.02 0.00 -0.02 -0.55
O -5.26445 0.14753 0.52303 -0.15 0.07 0.00 -0.54
N -1.78397 2.25222 -0.79895 -0.20 0.18 -0.24 -0.57
N -0.49477 0.92320 -2.12522 -0.18 0.17 -0.36 -0.51
N -0.38570 0.75453 0.25109 -0.21 0.19 0.28 -0.56
C -4.98877 -2.17162 1.26700 0.02 0.36 -0.29 -0.64
C 0.54278 -0.17841 0.14860 0.02 -0.30 -0.55 0.35
C -3.88802 2.08108 0.47143 0.20 -0.37 0.01 -0.42
C 5.70260 1.42775 0.45722 0.03 0.09 -0.03 -0.22
C 4.39428 1.86081 0.34754 0.05 0.11 -0.04 -0.19
C 2.01491 -1.67074 -1.24606 0.15 -0.21 0.19 0.58
C 3.58630 -0.32216 0.96789 0.04 -0.03 0.14 0.07
C -5.50985 -1.20973 0.19642 -0.19 -0.35 0.00 0.11
C 2.43513 -2.33257 0.05025 0.20 -0.13 0.00 -0.50
C 3.34396 0.99417 0.60158 -0.03 0.00 0.05 -0.26
C 2.49207 -1.33675 1.21866 -0.13 -0.15 0.05 -0.25
C 5.95702 0.11970 0.83321 0.08 -0.06 0.01 -0.20
C 4.90787 -0.74263 1.08711 -0.01 0.03 -0.02 -0.23
C -7.01976 -1.34722 0.02897 0.46 0.15 -0.05 -0.61
C 1.10167 -0.73434 1.42022 0.23 -0.06 0.10 -0.45
C 0.99325 -0.63215 -1.10107 -0.35 0.38 0.04 -0.35
C 0.42055 -0.01166 -2.21732 0.07 -0.13 0.24 0.18
C -0.87280 1.27278 -0.88295 0.45 -0.22 0.00 0.58
C -3.91966 0.55498 0.45085 0.14 0.18 0.02 -0.06
C -2.45952 2.62557 0.41723 -0.33 0.08 0.27 -0.23
H 2.76022 -1.89368 2.12521 -0.05 0.07 -0.13 0.22
H 6.51915 2.10460 0.25437 0.06 0.05 -0.01 0.21
H -3.33835 0.16390 1.29885 -0.01 0.00 -0.09 0.17
H -7.51229 -1.12768 0.97206 -0.09 0.00 0.13 0.21
H -2.48211 3.71737 0.48668 0.06 -0.10 0.09 0.20
H -4.46580 2.45398 -0.37627 -0.07 0.05 -0.01 0.20
H -7.27410 -2.35590 -0.28337 -0.06 -0.11 -0.02 0.21
H -2.16617 2.56581 -1.67863 0.12 -0.08 0.02 0.41
H 2.33464 1.36423 0.51083 -0.07 0.07 0.02 0.21
H -4.37358 2.42582 1.38420 -0.05 0.07 0.03 0.22
H -5.40985 -1.90657 2.23383 -0.06 0.01 0.12 0.21
H 0.72467 -0.30225 -3.21439 0.09 -0.07 -0.04 0.21
H -5.28104 -3.18845 1.01994 0.00 -0.14 -0.01 0.21
H -1.86862 2.22315 1.24139 -0.08 0.18 -0.03 0.24
H -5.01118 -1.44059 -0.76233 -0.08 0.07 0.13 0.16
H 1.69750 -3.11140 0.27075 -0.01 -0.04 0.00 0.23
H -7.37415 -0.64163 -0.71708 -0.07 0.04 -0.08 0.22
H -3.46128 0.17660 -0.47691 -0.02 0.00 0.10 0.16
H 3.39968 -2.81796 -0.10541 -0.08 0.00 -0.05 0.24
H 5.11604 -1.76079 1.38556 0.01 -0.12 0.03 0.21
H 6.97484 -0.22905 0.92881 0.08 -0.03 0.01 0.21
H 4.18373 2.88066 0.06011 -0.01 0.08 -0.02 0.21
H 0.42201 -1.51992 1.76753 0.00 0.03 0.02 0.24
H 1.10855 0.04602 2.18293 -0.06 0.00 -0.05 0.24
H -3.90413 -2.13141 1.33328 0.11 -0.05 0.06 0.21
```
Positions in Å, forces in eV/Å.

Multiplicity   1
Gap between HOMO and LUMO   9.17 eV
E_LUMO   0.5 eV
SMILES string   CC(C)OCCCNc1ncc2c(n1)C[C@H](c1ccccc1)CC2=O
Energy above the lowest of the compared OMol25 structures with the same formula, charge and spin   17.45 kcal/mol

Record 2
Below is an isolated molecule of C20H25N3O5S2 at a distorted geometry, with properties calculated with wB97M-V/def2-TZVPD.

```
55
Properties=species:S:1:pos:R:3:forces:R:3:nbo_charge:R:1
S -2.64881 2.34034 -0.99976 -0.36 0.37 0.12 0.24
S 1.20676 -2.35733 -0.35318 0.18 -0.32 -0.11 0.27
O -4.37307 -1.67598 -0.61318 0.09 0.08 -0.14 -0.53
O -0.60087 1.52542 2.23816 0.32 0.17 -0.38 -0.53
O 0.98985 2.96898 -2.09500 0.23 0.04 -0.11 -0.60
O 4.38922 0.52058 0.08948 -0.17 0.21 -0.14 -0.50
O -1.45035 -1.85275 1.33430 0.11 -0.34 0.26 -0.64
N -2.08855 -0.07110 0.06107 0.22 -0.01 -0.13 -0.42
N 0.15688 2.74086 0.01812 -0.05 0.13 0.69 -0.65
N -0.79588 0.67897 -1.74484 -0.57 0.19 -0.32 -0.53
C 3.19179 0.71807 0.71435 -0.26 -0.05 0.24 0.30
C 2.34232 1.64681 0.10901 0.17 -0.10 -0.02 -0.30
C -1.06374 0.87185 3.39850 -0.09 -0.12 0.21 -0.26
C -3.31746 0.03962 0.81353 -0.57 -0.23 0.11 -0.28
C -1.78454 0.80745 -0.92024 0.31 0.07 -0.50 0.34
C 5.28770 -0.40616 0.65028 0.11 -0.11 0.06 -0.25
C -0.09144 -1.21213 -0.50812 0.23 0.22 -0.45 -0.33
C 1.52372 0.32175 2.39941 -0.34 0.21 -0.01 -0.25
C -1.34538 3.34571 -1.78551 -0.17 -0.39 -0.16 -0.61
C -1.21401 -1.13510 0.37977 0.12 0.23 -0.32 0.64
C -4.52173 -0.41004 -0.03637 0.10 0.16 0.11 -0.06
C 1.09110 1.89429 0.63390 0.09 -0.07 0.04 0.20
C 0.06491 2.97707 -1.31970 -0.20 0.49 -0.13 0.71
C 0.67024 1.22632 1.80101 0.09 -0.03 0.08 0.23
C 1.22317 -0.56614 -2.44526 0.01 0.08 0.04 -0.46
C -4.41903 -2.75621 0.29655 0.05 -0.10 0.10 -0.27
C 2.77713 0.06154 1.86125 0.42 0.02 -0.19 -0.30
C 0.04757 -0.34612 -1.55635 -0.12 -0.63 0.80 0.26
C 2.53060 -2.72730 -2.75961 0.02 0.08 0.15 -0.61
C 2.12556 -1.62275 -1.80033 -0.09 -0.25 0.33 -0.30
H -5.42002 -0.36868 0.59867 0.05 0.04 -0.06 0.17
H 3.40176 -0.66670 2.35102 0.09 -0.08 0.01 0.22
H 3.01373 -1.15786 -1.37035 -0.05 0.05 -0.07 0.22
H -5.30819 -2.69121 0.93442 -0.03 -0.02 -0.02 0.16
H -4.47401 -3.65684 -0.31140 -0.03 -0.04 0.08 0.20
H -1.39392 3.21496 -2.86560 0.17 0.06 0.14 0.26
H -0.42797 1.09543 4.26012 -0.01 0.01 -0.02 0.18
H -1.58392 4.37882 -1.52917 -0.02 0.01 0.01 0.25
H 2.66421 2.15082 -0.78587 0.02 0.07 -0.06 0.26
H -3.52359 -2.80300 0.92356 -0.08 0.01 -0.03 0.20
H 1.22252 -0.21942 3.28084 -0.08 -0.05 0.09 0.23
H 4.85841 -1.41321 0.68587 0.00 0.03 0.02 0.18
H -0.69341 2.82902 0.56394 0.06 -0.03 -0.24 0.42
H 3.15191 -3.46293 -2.25444 0.08 -0.11 -0.03 0.21
H 1.65001 -3.23224 -3.15103 -0.06 -0.04 -0.04 0.21
H -2.06304 1.26619 3.57771 0.05 -0.05 0.05 0.19
H -1.11592 -0.21086 3.25023 0.01 0.03 -0.01 0.20
H -4.65031 0.27664 -0.87793 -0.07 -0.01 0.11 0.19
H 5.59648 -0.10810 1.65718 -0.03 -0.02 -0.02 0.18
H 3.09426 -2.30626 -3.58996 0.09 0.02 -0.11 0.21
H -3.46621 1.07618 1.12641 0.03 -0.08 0.08 0.22
H 6.15634 -0.40744 -0.00636 -0.03 -0.04 0.08 0.20
H 0.86719 -0.90514 -3.42263 0.00 0.02 -0.03 0.23
H 1.74590 0.37983 -2.59464 -0.01 0.01 -0.05 0.26
H -3.20587 -0.60453 1.68818 0.00 0.20 -0.10 0.25
```
Positions in Å, forces in eV/Å.

Multiplicity   1
Gap between HOMO and LUMO   7.87 eV
E_LUMO   0.5 eV
SMILES string   COCCn1c(SCC(=O)Nc2cc(OC)ccc2OC)nc2c(c1=O)S[C@@H](C)C2
Energy above the lowest of the compared OMol25 structures with the same formula, charge and spin   0.79 kcal/mol

Record 3
Below is an isolated molecule of C20H25N5O2S at a distorted geometry, with properties calculated with wB97M-V/def2-TZVPD.

```
53
Properties=species:S:1:pos:R:3:forces:R:3:nbo_charge:R:1
S 4.08968 0.96831 0.38990 -0.42 -0.75 0.13 0.33
O -1.83282 1.15651 1.60627 0.03 -0.04 0.53 -0.66
O 6.47751 1.85261 -0.41488 -0.01 0.33 -0.03 -0.59
N -2.95620 1.45817 -0.31554 -0.36 0.20 -0.29 -0.61
N 3.16458 -1.41413 0.79084 -1.53 -0.15 0.35 -0.37
N 6.36979 -0.41043 -0.17698 0.37 -0.07 0.02 -0.44
N 1.59200 0.24546 1.25955 -0.39 0.20 0.36 -0.43
N 4.43788 -1.58621 0.43470 1.61 -0.22 -0.48 -0.29
C -5.28349 0.86722 0.09362 -0.07 0.13 -0.05 0.03
C 7.00020 0.76341 -0.46424 0.42 -0.01 -0.10 0.69
C -6.12922 -1.36254 0.41240 0.04 0.06 0.00 -0.20
C 8.42324 0.42338 -0.86055 0.10 0.02 0.04 -0.50
C 8.61902 -1.00629 -0.35554 -0.04 0.04 -0.05 -0.41
C -5.15459 -0.40940 0.62965 -0.04 0.01 0.00 -0.23
C 0.45031 1.61634 -0.40074 -0.09 0.05 0.18 -0.41
C -0.70313 0.60104 -0.46499 0.03 -0.05 0.05 -0.29
C 7.20102 -1.58504 -0.34279 0.07 -0.43 -0.05 -0.20
C 2.79779 -0.17178 0.83905 1.10 0.37 -0.20 0.25
C -6.40492 1.16333 -0.66575 0.15 0.05 0.12 -0.22
C -1.87003 1.08168 0.39368 0.22 -0.06 -0.74 0.69
C -8.31716 -2.10660 -0.55856 0.00 -0.01 0.05 -0.63
C 1.12696 1.58159 0.97112 -0.01 0.29 -0.20 -0.22
C -7.38324 0.20700 -0.87768 -0.06 -0.14 0.01 -0.22
C 0.51199 -0.71770 1.32918 -0.19 -0.43 0.07 -0.23
C -0.21672 -0.78591 -0.01407 -0.04 0.11 0.17 -0.41
C -7.25920 -1.06776 -0.34416 -0.03 0.08 -0.08 -0.02
C -4.19297 1.88160 0.31394 0.00 0.04 0.12 -0.27
C 5.05779 -0.48733 0.19495 -0.88 0.59 0.18 0.20
H 9.02341 -0.99053 0.65700 -0.01 -0.02 -0.01 0.21
H -7.87266 -3.04445 -0.88724 -0.04 -0.08 -0.04 0.22
H -8.25318 0.45677 -1.46832 -0.09 0.00 -0.06 0.21
H 6.95028 -2.08113 -1.28693 0.01 -0.03 0.10 0.20
H 7.01637 -2.28607 0.47216 0.02 0.02 -0.10 0.23
H -8.84693 -2.29926 0.37430 -0.08 -0.06 0.01 0.22
H 9.12476 1.13979 -0.43804 -0.07 0.05 -0.05 0.24
H -3.96948 1.98142 1.38002 -0.06 0.09 -0.17 0.25
H -4.48770 2.85703 -0.08579 -0.01 -0.08 0.11 0.20
H -2.98118 1.32291 -1.31364 0.15 -0.07 0.11 0.40
H -1.06360 -1.46989 0.06210 0.00 -0.08 -0.04 0.22
H 0.40464 1.85453 1.74458 0.17 0.07 -0.06 0.23
H 0.47320 -1.17725 -0.76541 -0.02 -0.04 -0.03 0.22
H -6.01802 -2.35023 0.83653 0.02 -0.11 0.05 0.21
H -1.04348 0.52734 -1.50426 0.01 0.03 0.10 0.21
H -0.17691 -0.38834 2.10974 0.11 -0.12 -0.05 0.23
H 0.93475 -1.68893 1.58427 -0.09 0.08 0.02 0.24
H 0.07765 2.62160 -0.60498 0.02 0.05 -0.07 0.21
H 8.49187 0.48311 -1.94909 -0.01 0.04 -0.01 0.23
H 1.96719 2.27758 1.00306 -0.09 0.03 0.07 0.21
H 9.28905 -1.58724 -0.98532 0.01 -0.03 0.05 0.22
H -4.28341 -0.64692 1.22293 0.12 -0.04 0.08 0.22
H -6.52013 2.15063 -1.09091 0.01 0.11 -0.04 0.21
H -9.03979 -1.78061 -1.30234 -0.07 -0.03 -0.04 0.21
H 1.18724 1.36163 -1.16676 0.00 0.03 -0.03 0.21
```
Positions in Å, forces in eV/Å.

Multiplicity   1
Gap between HOMO and LUMO   8.26 eV
E_LUMO   0.7 eV
SMILES string   Cc1ccc(CNC(=O)C2CCN(c3nnc(N4CCCC4=O)s3)CC2)cc1
Energy above the lowest of the compared OMol25 structures with the same formula, charge and spin   0.00 kcal/mol

Record 4
Below is the ion C20H25O4 with charge -1 at a distorted geometry, with properties calculated with wB97M-V/def2-TZVPD.

```
49
Properties=species:S:1:pos:R:3:forces:R:3:nbo_charge:R:1
O 1.90911 -0.39525 2.79503 0.70 0.33 0.13 -0.56
O -1.41557 1.81254 2.17945 -0.19 -1.28 0.53 -0.45
O -1.15606 4.25577 1.43742 -0.73 0.75 -0.03 -0.76
O 1.47728 1.43631 4.08624 -0.09 -1.70 -0.38 -0.59
C 1.82028 5.36556 3.30748 -0.33 0.21 -0.06 -0.21
C 0.18198 7.63323 3.34922 0.49 -0.26 0.16 -0.24
C 0.56964 5.31697 2.66570 0.04 0.62 0.04 0.01
C -1.97764 -1.89288 1.48386 0.07 -0.25 -0.12 -0.41
C -0.33261 0.07253 3.14753 -0.66 -1.63 3.63 -0.35
C -3.65834 -0.13100 2.42715 -0.17 0.16 0.28 -0.38
C 1.08765 0.49942 3.41368 -0.76 0.97 0.07 0.82
C -1.47528 0.84102 3.06954 2.16 -0.59 -1.12 0.46
C 3.87363 -1.62742 2.68415 0.26 -0.28 0.22 -0.62
C -0.02869 4.12047 1.96227 1.30 -2.08 -0.55 0.38
C 1.42339 7.66502 4.00495 -0.16 -0.18 -0.16 -0.25
C -0.14224 1.71742 1.47627 -0.10 3.46 -3.21 -0.15
C -3.31402 -1.59781 2.19935 -0.07 -0.22 -0.42 -0.40
C 0.64599 2.86006 1.93942 0.79 2.28 0.20 -0.53
C 2.24214 6.52812 3.96682 -0.28 -0.09 -0.20 -0.24
C -0.53138 -1.37848 3.56840 0.20 0.11 0.55 -0.41
C -0.80455 -2.30693 2.38321 0.14 -0.06 0.00 -0.39
C 3.34921 -0.23105 2.90231 -0.98 -0.09 -0.12 -0.07
C -2.84382 0.54113 3.54306 -0.27 -0.06 0.06 -0.47
C -0.22681 6.47757 2.68404 0.17 0.21 0.19 -0.22
H -0.46981 8.50732 3.35944 0.16 -0.14 0.02 0.19
H 3.59888 0.17095 3.89164 -0.01 0.03 -0.32 0.20
H -0.48495 2.03680 0.47958 -0.18 -0.35 -0.28 0.19
H -4.71936 -0.04705 2.68787 0.02 -0.09 -0.05 0.19
H 1.74400 8.56249 4.54252 -0.07 -0.29 -0.19 0.19
H 2.45219 4.47863 3.29421 -0.13 0.18 0.09 0.21
H 0.10717 -2.35413 1.76401 -0.23 -0.01 0.16 0.20
H 4.94763 -1.61422 2.50227 0.09 -0.04 -0.02 0.20
H -0.96747 -3.32001 2.78423 -0.08 0.10 -0.16 0.18
H -1.35227 -1.43739 4.30143 0.12 -0.18 -0.22 0.19
H 3.66723 0.45416 2.10600 -0.02 0.00 0.30 0.18
H -2.80013 -0.07759 4.44533 -0.17 0.03 -0.14 0.20
H 3.68508 -2.23126 3.57918 0.02 0.00 -0.19 0.20
H -3.35947 -2.14223 3.15087 0.01 0.01 -0.04 0.19
H 0.36846 -1.74215 4.08976 -0.34 -0.04 -0.08 0.20
H 3.37277 -2.10868 1.83612 0.13 0.19 0.12 0.22
H 3.21556 6.53830 4.45845 -0.21 0.02 -0.07 0.19
H -1.67977 -1.03915 0.85522 -0.13 -0.12 0.25 0.21
H -1.18981 6.46368 2.17283 0.31 -0.24 0.10 0.24
H -4.10801 -2.01678 1.56645 0.03 0.03 0.17 0.20
H 0.40777 0.76902 1.34443 -0.92 0.48 0.38 0.21
H -2.15173 -2.73145 0.78870 0.09 0.25 0.11 0.20
H -3.32005 1.49229 3.81845 0.21 -0.10 -0.14 0.24
H -3.51737 0.44103 1.50054 0.01 -0.08 0.17 0.22
H 1.71575 2.77279 2.09649 -0.24 0.06 0.37 0.18
```
Positions in Å, forces in eV/Å.

Multiplicity   1
Gap between HOMO and LUMO   5.33 eV
Charge   -1
E_LUMO   3.0 eV
SMILES string   CCOC(=O)/C1=C(\OC/C=C(\[O-])c2ccccc2)CCCCCC1

Which of these has the highest E_LUMO?
C20H25O4